The following is a quantum chemistry calculation of a single C2H7OPS molecule, from the OMol25 dataset.

Lowest unoccupied orbital energy = -0.69 eV
ΔE to the lowest compared entry with this formula, charge and spin = 3.696 eV
Calculated total energy = -24356.3741 eV
HOMO level = -0.337 Eh
Net charge = 0
Frontier orbital gap = 8.48 eV

CARTESIAN COORDINATES (ANGSTROEM)
C -2.5230 -0.0307 -0.5621
O -1.3044 0.2717 -0.0725
S -0.1495 -1.1292 0.8105
P 1.3361 -0.5874 -0.5749
C 2.1384 0.6051 0.5646
H -2.7334 0.7660 -1.2940
H -3.2759 0.0247 0.2862
H -2.6542 -0.9241 -1.1449
H 2.3083 -1.5909 -0.2549
H 1.4426 0.8364 1.3036
H 2.4302 1.4923 -0.0352
H 2.9847 0.2660 0.9736